Entry 1:
A single C3H8ClO2P molecule in a non-equilibrium geometry. Source: the Open Molecules 2025 dataset; level of theory: ωB97M-V/def2-TZVPD.

Cartesian coordinates (Å):
Cl  1.7221  1.1972  2.4577
P  0.2853  0.3911  0.7016
O  1.4556  -0.2415  -0.1387
O  -0.5857  -0.8443  1.2317
C  -0.7067  1.3618  -0.2515
C  -0.1775  -1.6045  2.3609
C  2.1213  0.6121  -1.1022
H  2.3970  1.6022  -0.4990
H  0.9029  -2.0654  2.2961
H  -1.3410  2.0757  0.3477
H  3.0169  0.1396  -1.4480
H  -0.0977  -0.9760  3.2495
H  -0.2503  1.8335  -1.1413
H  -0.7463  -2.5334  2.3071
H  1.2881  0.8513  -1.8357

Output
* HOMO energy: -8.6 eV
* frontier orbital gap: 8.45 eV
* LUMO: -0.152 eV
* molar mass: 142.52 g mol⁻¹
* SMILES string: C=P(Cl)(OC)OC

=====

Entry 2:
A molecular structure, C3H8F2N2 in a non-equilibrium geometry. Source: the Open Molecules 2025 dataset; level of theory: ωB97M-V/def2-TZVPD.

Cartesian coordinates (Å):
F  -0.6185  2.0010  -0.1446
F  -0.0549  0.5539  1.5702
N  -2.2162  -0.4694  0.1492
N  1.9397  -0.5648  0.2693
C  -0.8718  -0.4874  -0.4538
C  -0.0483  0.7489  0.1935
C  1.3742  0.6819  -0.1979
H  2.1512  -1.3674  -0.7061
H  -0.5770  -1.4238  -0.2522
H  -2.5744  0.5428  0.3118
H  -2.1327  -1.1343  1.0530
H  1.5381  0.7030  -1.4197
H  -1.2569  -0.3034  -1.5902
H  1.2582  -1.0049  1.1452
H  2.0892  1.5239  0.0725

Output
* HOMO energy: -9.3 eV
* frontier orbital gap: 9.94 eV
* LUMO: 0.663 eV
* molar mass: 110.11 g mol⁻¹

=====

Entry 3:
2 unconnected molecules or ions with the total composition C3H8F2N2 in a non-equilibrium geometry. Source: the Open Molecules 2025 dataset; level of theory: ωB97M-V/def2-TZVPD.

Cartesian coordinates (Å):
F  3.4573  -0.5282  0.0623
F  2.2294  1.0282  -0.9496
N  -1.3376  0.5565  -0.6055
N  1.1619  -0.8018  -0.1848
C  0.9337  -2.0362  0.2883
C  2.2070  -0.0305  -0.0482
C  -1.8289  1.2025  0.6311
H  -0.0031  -2.4369  0.2528
H  -1.5349  2.2655  0.8337
H  1.7944  -2.6772  0.5999
H  -2.0775  0.6008  -1.3304
H  0.2375  -0.2561  -0.4691
H  -1.6832  0.5854  1.5451
H  -0.5993  1.1343  -1.0766
H  -2.9567  1.3937  0.4510

Output
* HOMO energy (alpha / beta): -6.9 / -7.1 eV
* frontier orbital gap (alpha / beta): 7.53 / 7.72 eV
* LUMO (alpha / beta): 0.623 / 0.663 eV
* molar mass: 110.11 g mol⁻¹

=====

Entry 4:
A molecular structure, C3H8F2N2 in a non-equilibrium geometry. Source: the Open Molecules 2025 dataset; level of theory: ωB97M-V/def2-TZVPD.

Cartesian coordinates (Å):
F  0.7645  1.4790  -0.6051
F  -0.6917  1.6806  0.9677
N  1.0904  -0.3588  1.5552
N  0.8595  -1.4506  -0.8531
C  0.1196  -0.4655  0.5707
C  -0.3095  0.8408  -0.0600
C  -1.4327  0.7296  -1.0644
H  1.2391  -2.2573  -0.3607
H  -0.7108  -1.1191  0.8061
H  1.6539  -0.8744  -1.1221
H  -1.6423  1.7185  -1.4653
H  0.9492  -0.8552  2.4170
H  1.5540  0.5309  1.6390
H  -2.3194  0.3452  -0.5700
H  -1.1239  0.0562  -1.8550

Output
* HOMO energy: -8.7 eV
* frontier orbital gap: 9.64 eV
* LUMO: 0.928 eV
* molar mass: 110.11 g mol⁻¹

=====

Entry 5:
2 unconnected molecules or ions with the total composition C3H8F2NO in a non-equilibrium geometry. Source: the Open Molecules 2025 dataset; level of theory: ωB97M-V/def2-TZVPD.

Cartesian coordinates (Å):
F  2.5079  -0.3091  -2.0351
F  -1.3243  -1.0330  -1.0283
O  -1.0561  1.1953  -0.9854
N  -0.1362  -0.0647  0.6564
C  -0.4620  -0.0027  -0.7860
C  1.0652  -0.0671  1.0542
C  -1.2880  -0.0654  1.5057
H  -1.3134  1.3312  -1.9061
H  0.4389  -0.1921  -1.3893
H  -1.0093  -0.0024  2.5537
H  1.8854  -0.0572  0.3465
H  -1.9228  0.7805  1.2284
H  1.2906  -0.0770  2.1136
H  -1.8706  -0.9737  1.3263
H  3.1949  -0.4625  -2.6547

Output
* HOMO energy: -16.6 eV
* frontier orbital gap: 11.57 eV
* LUMO: -5.014 eV
* molar mass: 112.10 g mol⁻¹
* net charge: +1

=====

Entry 6:
A gas-phase ion, C3H8F2NO (charge +1) in a non-equilibrium geometry. Source: the Open Molecules 2025 dataset; level of theory: ωB97M-V/def2-TZVPD.

Cartesian coordinates (Å):
F  1.4594  1.3097  0.2982
F  -0.4934  -1.4889  0.5540
O  1.7820  -0.9925  -0.1605
N  -0.3489  -0.1063  0.0447
C  1.0973  0.0283  0.5401
C  -1.3465  0.6840  0.8392
C  -0.4096  -0.0941  -1.4183
H  -0.1515  0.8552  -1.8276
H  1.1167  -0.0443  1.6326
H  -1.1753  0.5708  1.8655
H  0.3104  -0.8348  -1.7639
H  -1.2525  -0.6210  -1.7077
H  -1.1325  1.6473  0.5221
H  2.7696  -1.1268  -0.0096
H  -2.2252  0.2134  0.5914

Output
* HOMO energy: -16.9 eV
* frontier orbital gap: 12.40 eV
* LUMO: -4.539 eV
* molar mass: 112.10 g mol⁻¹
* net charge: +1
* SMILES string: C[N+](C)(F)[C@@H](O)F

=====

Entry 7:
2 unconnected molecules or ions with the total composition C3H8FN in a non-equilibrium geometry. Source: the Open Molecules 2025 dataset; level of theory: ωB97M-V/def2-TZVPD.

Cartesian coordinates (Å):
F  -3.2339  0.3217  0.2804
N  -0.8352  0.9048  0.2886
C  1.5054  0.6027  -0.2863
C  -0.0209  -1.3682  0.0461
C  0.1144  0.1332  0.0839
H  1.7393  1.3647  0.3533
H  1.5910  0.9229  -1.3233
H  -0.6757  1.8544  0.1042
H  -2.2765  0.5514  0.5112
H  2.1309  -0.3299  -0.2371
H  -0.8699  -1.7620  -0.6145
H  0.9628  -1.7073  -0.3804
H  -0.1317  -1.4884  1.1739

Output
* expectation value of S²: 2.005
* HOMO energy (alpha / beta): -5.6 / -11.5 eV
* frontier orbital gap (alpha / beta): 6.42 / 7.90 eV
* LUMO (alpha / beta): 0.866 / -3.562 eV
* molar mass: 77.10 g mol⁻¹
* spin multiplicity: 3

=====

Entry 8:
2 unconnected molecules or ions with the total composition C3H8FNO in a non-equilibrium geometry. Source: the Open Molecules 2025 dataset; level of theory: ωB97M-V/def2-TZVPD.

Cartesian coordinates (Å):
F  -0.8175  -0.6747  2.6323
O  1.1415  -1.3642  0.6247
N  1.0798  0.8860  1.3151
C  -0.7004  -0.3012  -0.1590
C  0.5014  -0.2248  0.8066
C  -0.3703  0.0548  -1.5792
H  1.9571  0.9171  1.7081
H  -1.3573  0.0235  -2.0976
H  0.5033  1.7238  1.4434
H  -1.4428  0.2959  0.3566
H  -1.1999  -1.2416  -0.2479
H  1.8620  -1.6204  1.2814
H  0.3647  -0.5388  -2.1879
H  -0.2879  1.1545  -1.7480

Output
* HOMO energy: -8.9 eV
* frontier orbital gap: 9.14 eV
* LUMO: 0.272 eV
* molar mass: 93.10 g mol⁻¹

=====

Which ΔE to the lowest compared entry with this formula, charge and spin belongs to each record? In order, 214.0, 344.1, 362.0, 86.6, 0.0, 289.5, 136.3, 238.6 kJ/mol.